1.
{"formula": "C5H4O2", "method": "ωB97M-V with the def2-TZVPD basis set", "elements": ["O", "C", "C", "C", "C", "C", "O", "H", "H", "H", "H"], "positions_angstrom": [[2.24, 1.46, 0.61], [1.25, 0.83, 0.36], [1.14, -0.61, 0.12], [-0.03, -1.15, -0.28], [-1.21, -0.35, -0.40], [-1.14, 0.93, -0.01], [0.02, 1.53, 0.31], [2.02, -1.22, 0.29], [-0.12, -2.22, -0.43], [-2.16, -0.77, -0.72], [-2.01, 1.56, 0.16]], "mulliken_charge": [-0.56, 0.47, -0.45, -0.05, -0.44, -0.13, -0.27, 0.35, 0.37, 0.35, 0.37], "total_charge": 0, "e_above_lowest_ev": 0.074, "spin_multiplicity": 1, "smiles": "O=c1cccco1", "orbital_gap_ev": 9.3550}


2.
{"formula": "C22H28N3O3", "method": "ωB97M-V with the def2-TZVPD basis set", "elements": ["C", "C", "N", "C", "C", "O", "N", "C", "C", "C", "C", "C", "C", "C", "C", "C", "C", "C", "C", "N", "C", "O", "O", "C", "C", "C", "C", "C", "H", "H", "H", "H", "H", "H", "H", "H", "H", "H", "H", "H", "H", "H", "H", "H", "H", "H", "H", "H", "H", "H", "H", "H", "H", "H", "H", "H"], "positions_angstrom": [[1.48, 0.95, 3.56], [1.98, -0.40, 3.08], [1.40, -0.74, 1.76], [1.82, 0.13, 0.64], [1.80, -0.75, -0.64], [2.36, -1.83, -0.56], [1.21, -0.23, -1.73], [1.45, -0.78, -3.03], [1.21, -2.11, -3.31], [1.46, -2.59, -4.58], [1.93, -1.73, -5.56], [2.17, -0.40, -5.28], [1.94, 0.10, -4.00], [2.17, 1.53, -3.64], [0.85, 2.29, -3.48], [-0.04, 1.84, -2.35], [-1.15, 2.63, -2.04], [-2.02, 2.34, -1.02], [-1.84, 1.18, -0.27], [-2.69, 0.86, 0.79], [-2.39, 0.08, 1.87], [-1.30, -0.44, 2.08], [-3.45, 0.02, 2.66], [-3.44, -0.79, 3.87], [-2.41, -0.29, 4.88], [-3.28, -2.27, 3.54], [-0.79, 0.34, -0.62], [0.14, 0.69, -1.59], [0.39, 0.98, 3.53], [1.80, 1.12, 4.58], [1.86, 1.76, 2.94], [3.07, -0.41, 3.01], [1.67, -1.18, 3.78], [1.70, -1.69, 1.47], [0.36, -0.70, 1.84], [1.21, 1.02, 0.58], [2.87, 0.41, 0.78], [0.85, -2.77, -2.53], [1.28, -3.63, -4.81], [2.12, -2.11, -6.56], [2.54, 0.26, -6.04], [2.75, 2.02, -4.42], [2.74, 1.59, -2.71], [1.06, 3.35, -3.35], [0.28, 2.19, -4.41], [-1.31, 3.53, -2.63], [-2.84, 3.00, -0.79], [-3.59, 1.30, 0.81], [-4.45, -0.60, 4.26], [-2.59, -0.78, 5.83], [-1.41, -0.54, 4.55], [-2.50, 0.78, 5.01], [-3.43, -2.85, 4.44], [-2.29, -2.47, 3.15], [-4.02, -2.57, 2.80], [-0.70, -0.62, -0.13]], "mulliken_charge": [-1.01, -0.46, 0.22, -0.87, 0.37, -0.65, 0.77, 0.00, -0.54, -0.89, -0.63, -1.01, 0.79, -1.19, -1.12, 0.11, -1.18, -1.04, 0.10, -0.04, 0.55, -0.87, -0.52, 0.46, -1.14, -1.25, 0.09, 0.05, 0.21, 0.40, 0.35, 0.41, 0.40, 0.41, 0.36, 0.35, 0.69, 0.46, 0.40, 0.41, 0.42, 0.53, 0.31, 0.52, 0.54, 0.47, 0.45, 0.25, 0.33, 0.48, 0.08, 0.34, 0.47, 0.18, 0.36, 1.29], "total_charge": 1, "e_above_lowest_ev": 0.000, "spin_multiplicity": 1, "smiles": "CC[NH2+]CC(=O)N1c2ccccc2CCc2ccc(NC(=O)OC(C)C)cc21", "orbital_gap_ev": 9.5336}


3.
{"formula": "C2H6I2N2OP", "method": "ωB97M-V with the def2-TZVPD basis set", "elements": ["C", "C", "N", "N", "O", "P", "I", "I", "H", "H", "H", "H", "H", "H"], "positions_angstrom": [[-1.87, 1.25, 0.18], [0.04, -0.06, 0.70], [-1.12, -0.06, 0.17], [1.44, 0.32, -1.42], [-1.29, 2.25, 0.29], [1.03, -1.55, 0.93], [-3.96, 1.17, 0.03], [-2.14, -1.71, -0.39], [0.55, 0.82, 0.95], [1.90, 1.22, -1.68], [0.92, -0.05, -2.27], [2.17, -0.32, -1.41], [1.94, -1.05, 1.90], [0.40, -2.23, 2.02]], "mulliken_charge": [0.37, 0.04, -0.27, -0.75, -0.32, -0.15, 0.17, 0.38, 0.43, 0.27, 0.27, 0.29, 0.12, 0.16], "total_charge": 1, "e_above_lowest_ev": 1.417, "spin_multiplicity": 1, "orbital_gap_ev": 8.3036}


4.
{"formula": "C4H9OPS", "method": "ωB97M-V with the def2-TZVPD basis set", "elements": ["O", "P", "S", "C", "C", "C", "C", "H", "H", "H", "H", "H", "H", "H", "H", "H"], "positions_angstrom": [[-1.26, 1.68, -0.47], [-1.37, -0.01, 0.00], [-3.19, -0.67, 0.06], [-0.23, -0.75, -1.26], [1.19, -0.65, -0.57], [1.19, 0.33, 0.60], [-0.10, 0.05, 1.34], [-1.58, 2.25, 0.32], [-0.38, 0.01, -2.22], [-0.33, -1.78, -1.51], [1.94, -0.25, -1.33], [1.45, -1.71, -0.28], [2.15, 0.48, 1.15], [0.88, 1.31, 0.15], [-0.11, -1.07, 1.83], [-0.25, 0.78, 2.20]], "mulliken_charge": [-0.57, 0.44, -0.42, -0.54, -0.59, -0.48, -0.69, 0.33, 0.27, 0.37, 0.27, 0.32, 0.36, 0.29, 0.29, 0.35], "total_charge": 0, "e_above_lowest_ev": 0.653, "spin_multiplicity": 1, "smiles": "OP1(=S)CCCC1", "orbital_gap_ev": 9.5411}


5.
{"formula": "C25H31Br33N2O4S", "method": "ωB97M-V with the def2-TZVPD basis set", "elements": ["C", "C", "C", "O", "O", "C", "C", "C", "C", "C", "C", "C", "C", "N", "C", "C", "N", "S", "C", "O", "O", "H", "H", "H", "H", "H", "H", "H", "H", "H", "H", "H", "H", "H", "H", "H", "H", "H", "H", "H", "H", "C", "Br", "Br", "Br", "H", "C", "Br", "Br", "Br", "H", "C", "Br", "Br", "Br", "H", "C", "Br", "Br", "Br", "H", "C", "Br", "Br", "Br", "H", "C", "Br", "Br", "Br", "H", "C", "Br", "Br", "Br", "H", "C", "Br", "Br", "Br", "H", "C", "Br", "Br", "Br", "H", "C", "Br", "Br", "Br", "H", "C", "Br", "Br", "Br", "H"], "positions_angstrom": [[-4.89, -1.28, 0.08], [-4.33, -0.06, -0.22], [-4.07, 0.23, -1.65], [-4.59, 1.20, -2.12], [-3.33, -0.65, -2.39], [-1.95, -0.23, -2.50], [-1.11, -0.58, -1.26], [-0.08, 0.52, -0.93], [-0.63, 1.51, 0.11], [-0.31, 1.05, 1.56], [0.98, 1.73, 2.05], [1.00, 2.15, 3.54], [1.20, 0.96, 4.38], [1.43, 0.20, 5.20], [-0.24, 2.95, 3.97], [-0.26, 4.18, 3.16], [-0.29, 5.14, 2.54], [-0.18, 3.48, 5.73], [-1.69, 2.88, 6.46], [1.00, 3.00, 6.40], [-0.27, 4.92, 5.78], [-5.92, -1.36, 0.43], [-4.33, -2.20, -0.09], [-4.11, 0.68, 0.54], [-1.55, -0.74, -3.37], [-1.94, 0.85, -2.68], [-1.74, -0.77, -0.39], [-0.59, -1.51, -1.48], [0.81, 0.03, -0.54], [0.14, 1.06, -1.86], [-0.24, 2.51, -0.09], [-1.71, 1.58, -0.04], [-1.18, 1.30, 2.15], [-0.20, -0.03, 1.49], [1.26, 2.59, 1.44], [1.80, 1.02, 1.94], [1.86, 2.81, 3.67], [-1.19, 2.45, 3.80], [-2.49, 3.13, 5.75], [-1.66, 1.80, 6.58], [-1.89, 3.43, 7.38], [1.08, -4.51, -2.93], [-0.83, -4.49, -2.70], [1.58, -4.58, -4.79], [1.92, -3.03, -2.04], [1.46, -5.41, -2.47], [-3.71, 3.71, -4.31], [-3.25, 3.33, -6.14], [-2.15, 3.70, -3.18], [-4.69, 5.36, -4.15], [-4.36, 2.91, -3.97], [-3.57, 6.33, 6.38], [-4.75, 5.27, 7.48], [-3.68, 5.82, 4.53], [-3.86, 8.21, 6.63], [-2.56, 6.12, 6.71], [-0.55, 10.65, 8.33], [-0.42, 8.83, 7.71], [-2.36, 11.30, 8.26], [0.21, 10.85, 10.09], [0.04, 11.25, 7.66], [-1.54, -4.79, -7.05], [-2.67, -5.79, -5.85], [-1.83, -5.31, -8.88], [-1.74, -2.90, -6.79], [-0.52, -5.04, -6.80], [1.72, -6.93, -10.20], [1.95, -5.53, -11.50], [1.67, -6.22, -8.41], [0.19, -8.02, -10.59], [2.59, -7.57, -10.27], [1.94, 4.33, 9.53], [3.24, 3.46, 10.65], [0.64, 5.32, 10.57], [2.76, 5.43, 8.19], [1.40, 3.56, 9.01], [4.77, -1.03, 6.63], [4.03, 0.32, 7.78], [5.48, -0.25, 5.01], [6.07, -2.11, 7.53], [3.95, -1.68, 6.33], [3.10, -6.69, 0.18], [1.18, -6.64, 0.30], [3.68, -6.84, -1.65], [3.91, -5.18, 1.06], [3.43, -7.58, 0.70], [6.77, -6.96, -4.36], [4.93, -7.06, -4.93], [7.19, -5.23, -3.63], [7.21, -8.38, -3.14], [7.38, -7.09, -5.24], [-0.07, -5.06, -15.13], [-1.19, -6.08, -13.94], [-0.36, -5.56, -16.97], [-0.29, -3.17, -14.86], [0.95, -5.30, -14.89]], "mulliken_charge": [-0.59, -0.38, 0.70, -0.50, -0.33, -0.21, 0.52, -1.02, -0.74, -0.13, -1.67, 0.70, -0.35, -0.48, -0.23, -0.15, -0.52, 1.43, -1.11, -0.71, -0.66, 0.28, 0.26, 0.37, 0.37, -0.10, 0.20, -0.55, 0.32, 0.52, 0.56, 0.19, 0.20, 0.49, 0.61, 0.47, 0.48, 0.70, 0.31, 0.41, 0.45, -0.01, -0.02, 0.08, 0.01, -0.08, -0.16, -0.01, 0.01, -0.02, 0.19, 0.01, -0.03, -0.02, -0.01, 0.02, -0.35, 0.08, -0.05, -0.02, 0.35, 0.32, -0.03, -0.02, 0.03, -0.35, -0.39, 0.01, 0.05, -0.02, 0.35, 0.04, -0.06, -0.05, -0.03, 0.05, -0.32, 0.05, -0.03, -0.05, 0.33, -0.37, -0.01, 0.08, 0.01, 0.36, -0.41, -0.01, 0.01, 0.00, 0.37, -0.30, 0.04, -0.03, 0.00, 0.29], "total_charge": 0, "spin_multiplicity": 1, "orbital_gap_ev": 8.4232}


6.
{"formula": "C5H9NO3S", "method": "ωB97M-V with the def2-TZVPD basis set", "elements": ["C", "C", "C", "C", "C", "N", "O", "O", "O", "S", "H", "H", "H", "H", "H", "H", "H", "H", "H"], "positions_angstrom": [[0.36, 0.22, 0.14], [1.46, 0.84, -0.55], [1.01, -0.06, -1.73], [1.97, -1.19, -2.09], [-2.81, 0.55, 1.54], [-0.12, -0.48, -0.86], [-0.01, 0.35, 1.39], [-1.04, 0.50, 3.49], [-1.25, -1.57, 2.13], [-1.31, -0.16, 2.29], [1.17, 1.84, -0.83], [2.37, 0.89, -0.05], [0.75, 0.51, -2.61], [1.60, -1.87, -2.84], [2.19, -1.65, -1.08], [2.86, -0.73, -2.48], [-2.87, 1.48, 2.11], [-2.69, 0.76, 0.47], [-3.64, -0.21, 1.57]], "mulliken_charge": [0.72, -0.84, 0.31, -1.19, -0.85, -0.65, -0.42, -0.57, -0.61, 1.25, 0.23, 0.37, 0.36, 0.34, 0.26, 0.31, 0.33, 0.32, 0.33], "total_charge": 0, "e_above_lowest_ev": 3.030, "spin_multiplicity": 1, "orbital_gap_ev": 10.5547}


no.,total energy (Ha),HOMO level (Ha),strongest force on any atom (Eh/bohr)
1,-343.3896,-0.3367,0.0109
2,-1244.9789,-0.4234,0.0177
3,-1200.9643,-0.4885,0.0439
4,-972.6002,-0.3247,0.0808
5,-86722.0392,-0.3310,0.0534
6,-874.4963,-0.3638,0.0830